[1]
Density functional theory data (wB97M-V/def2-TZVPD) for 8 unconnected molecules or ions with the total composition C38H61NO24S.

spin multiplicity: 1
HOMO: -8.709 eV
E_tot: -101862.703 eV
orbital gap: 8.86 eV

Geometry (Å):
O  -1.373  -0.759  -4.019
H  -0.284  -0.958  0.414
C  -3.638  3.509  6.291
H  1.381  -2.903  -3.246
C  -1.801  -3.159  4.730
C  0.331  -1.843  0.235
C  -1.809  -3.889  3.400
H  6.081  -1.969  -0.456
H  5.589  -3.005  0.902
H  4.370  -8.921  -2.703
O  -2.025  4.475  0.079
H  -3.925  -3.516  -4.103
C  1.038  8.067  0.498
C  2.870  1.916  -1.791
C  -3.393  4.809  -0.227
C  -0.220  7.328  0.105
H  -0.500  6.547  0.807
O  4.329  -4.340  -2.069
O  6.914  -1.472  1.362
C  -5.043  -2.857  0.062
C  -3.522  4.005  4.862
H  2.029  -7.190  0.075
C  -1.000  -1.489  -5.112
H  2.599  -1.243  -4.127
H  7.717  -5.119  -0.979
H  2.986  7.182  0.813
H  3.508  2.041  -0.911
H  -0.165  6.904  -0.900
H  -1.645  -3.860  5.554
H  3.215  -1.627  -1.743
H  0.376  -2.360  1.197
C  -3.144  5.458  4.695
C  -5.400  3.265  -0.629
O  -6.121  -2.258  -0.492
O  8.693  -2.343  0.344
H  -0.105  0.760  -1.799
O  0.788  9.362  -0.086
C  2.481  -6.927  -0.878
H  -6.242  3.212  0.059
O  -1.721  -2.276  -5.672
H  2.162  6.569  -0.607
C  6.421  -2.466  0.455
S  0.559  2.690  -3.153
H  -4.290  3.483  1.202
H  3.465  2.026  -2.698
O  0.276  -1.207  -5.479
H  1.871  -0.364  -0.163
C  3.829  -7.573  -1.106
H  -5.388  -1.027  -1.975
H  -1.788  -4.967  3.554
C  -0.554  9.539  -0.163
H  -3.815  -2.793  5.501
H  1.125  2.772  -0.826
H  -0.938  -3.620  2.807
O  -3.095  2.546  -0.184
O  4.464  -6.584  -1.946
H  1.775  -7.132  -1.685
O  -5.632  5.107  2.414
H  7.776  -4.036  1.045
H  1.082  8.205  1.581
C  -4.815  -3.118  -2.177
H  2.443  -1.814  0.609
O  -4.881  -3.019  1.229
C  -0.427  1.215  -2.735
C  -1.117  -1.176  5.584
H  -0.719  0.988  -4.763
O  -2.438  -1.273  5.877
H  -3.720  5.664  0.360
H  -2.928  2.706  6.475
H  -2.847  3.367  4.291
C  1.322  -1.951  -2.698
O  -0.847  2.572  -0.078
C  -5.819  -2.026  -1.877
C  -4.812  4.967  3.269
H  -5.621  4.057  -1.345
C  -0.405  0.315  -3.951
O  -1.090  10.563  -0.428
O  -3.745  5.784  3.434
C  -1.895  3.138  -0.060
H  8.580  -3.755  -1.679
C  3.801  -8.938  -1.776
H  -5.321  -4.067  -2.373
H  1.394  0.508  -4.984
C  1.688  2.889  -1.758
H  -4.637  3.123  6.482
H  2.876  8.186  -0.629
H  4.398  -7.615  -0.174
O  -1.199  8.375  0.103
C  8.246  -1.342  1.142
O  -0.396  -0.309  5.970
H  -3.582  6.100  5.463
H  -3.989  -1.813  -3.714
C  -3.826  -2.802  -3.288
O  2.807  -5.530  -0.904
H  2.085  3.906  -1.772
H  -6.724  -2.091  -2.475
O  -4.171  -3.247  -0.891
H  -3.428  4.300  7.012
H  -2.070  5.622  4.654
C  -4.113  3.536  0.130
C  0.865  -0.313  -4.494
H  0.274  -1.820  -2.434
N  1.805  -0.890  -3.608
C  7.644  -3.325  0.225
H  -2.704  -3.670  2.815
H  -3.371  -1.782  4.107
H  -2.801  -2.850  -2.928
H  -5.339  2.319  -1.165
H  2.488  0.892  -1.774
O  8.922  -0.473  1.584
H  -0.158  -2.506  -0.479
H  2.450  -3.134  -1.292
C  1.771  -1.453  -0.176
O  -4.805  3.981  4.186
H  4.239  -9.695  -1.128
C  7.692  -4.038  -1.116
C  2.254  -2.087  -1.491
H  6.812  -3.814  -1.718
H  -1.465  1.524  -2.592
C  2.338  7.467  -0.015
H  -3.456  5.051  -1.290
C  3.909  -5.382  -1.678
O  -0.732  -2.195  4.786
H  2.783  -9.257  -2.001
C  -2.997  -2.274  5.007

[2]
Density functional theory data (wB97M-V/def2-TZVPD) for a molecular structure, C44H34MoN2O8P3S.

expectation value of S²: 2.023
spin multiplicity: 3
HOMO (alpha / beta): -4.734 / -5.487 eV
charge: -1
energy above the lowest of the compared OMol25 structures with the same formula, charge and spin: 50.0 kcal per mole
E_tot: -106103.976 eV
orbital gap (alpha / beta): 6.66 / 6.98 eV

Geometry (Å):
H  0.266  4.058  2.755
C  -0.329  1.992  2.814
C  4.096  -0.927  -1.898
H  0.867  -4.256  -0.173
C  2.183  0.210  1.954
H  -1.667  4.174  -0.505
C  5.083  -2.767  -0.700
N  1.894  0.537  -2.343
P  -0.700  1.825  1.036
H  -6.234  2.629  0.332
P  -0.940  -3.560  -1.161
C  3.772  1.286  3.503
H  1.841  2.337  -4.142
O  -1.449  -3.401  2.936
H  0.555  2.155  6.574
C  2.904  -1.124  -1.203
C  0.082  5.278  -1.060
H  -0.302  0.052  5.587
C  -0.501  0.868  3.623
C  -4.484  3.388  1.312
H  3.953  -1.968  5.568
H  0.801  4.166  5.156
H  -4.999  4.232  1.754
H  4.693  1.564  10.041
C  0.430  3.242  4.730
H  5.044  -0.167  9.846
H  -2.554  3.949  2.075
H  5.104  2.108  4.969
C  0.115  3.278  0.288
C  0.870  2.195  -3.685
C  -5.228  0.546  -1.018
H  5.934  -3.407  -0.503
H  2.064  2.597  0.874
N  1.747  -0.297  -1.435
C  -0.454  1.028  -1.951
C  -3.177  1.151  0.237
C  3.892  -2.958  -0.017
O  0.746  -3.615  1.651
C  -3.119  3.229  1.494
C  3.905  -1.061  4.979
C  -3.275  -0.909  -1.199
C  -0.250  2.870  -4.131
C  3.131  -1.015  3.833
H  -1.137  -4.254  3.255
H  4.162  -0.134  -2.628
S  5.611  -0.017  6.848
C  1.463  5.365  -0.984
H  -0.826  -0.066  3.180
O  -1.464  -3.666  0.437
C  2.174  4.403  -0.279
C  3.051  0.165  3.084
H  1.891  -2.289  0.291
C  4.614  0.064  5.388
H  -2.731  -1.571  -1.862
O  -0.742  -1.494  1.533
H  -2.373  3.080  -3.893
H  -5.057  -0.951  -2.490
C  0.125  3.181  3.375
H  -0.480  6.012  -1.623
C  -2.476  2.132  0.932
H  2.561  -1.877  3.507
C  0.745  1.286  -2.637
C  4.553  1.236  4.643
O  -0.403  -2.072  -1.202
Mo  -0.248  -0.299  -0.235
C  2.803  -2.136  -0.265
H  6.106  -1.591  -2.178
C  -5.178  2.476  0.531
C  -4.545  1.368  -0.028
H  1.985  6.172  -1.482
O  3.543  1.365  7.775
C  -2.471  -0.092  -0.211
H  3.255  4.453  -0.227
C  1.322  0.106  1.104
C  5.196  0.826  9.421
O  -3.211  -1.259  0.173
C  5.179  -1.747  -1.640
C  4.602  0.863  8.031
H  -2.552  1.526  -2.058
C  -1.568  1.698  -2.473
H  6.267  1.020  9.392
P  -0.616  -3.000  1.620
C  -0.590  4.240  -0.427
H  3.699  2.205  2.934
C  -1.475  2.592  -3.533
O  0.418  -4.455  -1.021
H  -6.231  0.841  -1.306
H  -0.180  3.581  -4.944
C  -0.194  0.936  4.972
H  3.792  -3.746  0.719
C  0.282  2.118  5.527
C  -4.595  -0.446  -1.650
C  1.508  3.364  0.349